Entry 1:
DFT (ωB97M-V with the def2-TZVPD basis set) results for a molecular structure, C37H102N7O14Sr.

Geometry as ORCA input:
```
! wB97M-V def2-TZVPD RIJCOSX def2/J DEFGRID3
* xyz 1 1
Sr 0.6932 -0.5900 -2.8076
C -0.4495 0.0355 1.6962
C -0.7295 0.4118 0.2553
C -1.3288 1.8713 0.0860
O 0.4664 0.2166 -0.4942
H 0.4136 0.5006 2.0968
H -0.2049 -1.0133 1.6385
H -1.2968 0.1236 2.3590
H -1.5326 -0.2568 -0.0951
H -0.5506 2.5393 0.5003
H -2.1686 2.1030 0.7377
H -1.5567 2.1706 -0.9831
C 1.3741 -0.9767 6.4774
C 2.3740 -1.0720 5.2342
C 3.3042 0.0992 5.0832
O 4.3307 0.1461 6.0653
C 5.2413 1.2328 5.8544
N 2.9539 -2.4536 5.2691
H 1.9379 -1.0199 7.4189
H 0.7542 -1.8666 6.3799
H 0.7606 -0.1013 6.4255
H 1.7388 -0.9483 4.3758
H 2.6495 0.9568 5.2002
H 3.6870 0.0828 4.0727
H 5.7289 1.2709 6.8181
H 4.7271 2.1643 5.6499
H 6.0495 1.0464 5.0199
H 3.7622 -2.4874 5.9384
H 3.3673 -2.6458 4.3457
C 0.1819 5.4042 -0.7377
C -0.1227 4.7000 -2.0332
C -1.5041 5.2839 -2.5730
O -2.5681 4.5659 -1.9308
C -3.7533 5.3197 -1.8046
N 0.8005 4.6872 -3.1781
H 0.4705 6.4877 -0.8852
H 0.8963 4.8164 -0.0745
H -0.7580 5.4325 -0.1919
H -0.2998 3.6513 -1.8363
H -1.5786 5.1968 -3.6145
H -1.5394 6.4053 -2.4014
H -4.5964 4.6967 -1.4783
H -4.0723 5.7895 -2.7961
H -3.5930 6.0437 -1.0391
H 0.8116 5.5932 -3.7048
H 1.7512 4.4527 -2.9380
C -3.3224 -2.3191 -5.0398
C -2.1495 -1.4146 -4.4873
C -2.6060 0.0354 -4.4832
O -1.4627 0.8955 -4.1639
C -1.6506 2.3256 -4.2212
N -1.6688 -1.7525 -3.2015
H -4.0084 -1.6936 -5.5510
H -3.8326 -2.8110 -4.1518
H -2.9676 -3.0631 -5.7508
H -1.4135 -1.4612 -5.2894
H -3.3872 0.2591 -3.7131
H -2.9962 0.4257 -5.4138
H -2.6452 2.6061 -3.8681
H -1.4255 2.6562 -5.2413
H -0.8113 2.6848 -3.7523
H -1.4073 -2.7254 -3.0933
H -2.3547 -1.6723 -2.4253
C 3.2095 -5.8630 1.8774
C 4.4919 -5.0052 1.6161
C 4.9355 -5.2514 0.2004
O 6.3072 -4.7283 0.0571
C 6.9605 -5.2620 -1.0935
N 4.1506 -3.5883 1.9239
H 2.8714 -5.5867 2.8810
H 3.4934 -6.8770 1.8689
H 2.4290 -5.6596 1.1158
H 5.3262 -5.3284 2.2633
H 4.3396 -4.6804 -0.5388
H 4.9753 -6.2967 -0.0822
H 6.9031 -6.3658 -1.2249
H 8.0550 -5.0489 -1.1028
H 6.6648 -4.7937 -2.0382
H 4.9813 -2.9948 2.0546
H 3.4601 -3.1307 1.2215
C -5.8049 -0.4500 -0.2599
C -4.7122 0.1128 0.6793
C -5.0627 1.4455 1.2952
O -4.1613 1.8174 2.2276
C -4.5668 2.9469 2.8891
N -4.3548 -0.8678 1.6931
H -6.6600 -0.8494 0.3402
H -5.3552 -1.2374 -0.8645
H -6.2589 0.2969 -0.9475
H -3.7831 0.2628 0.1198
H -6.1070 1.4411 1.7058
H -5.1191 2.1977 0.5023
H -4.7251 3.7671 2.1771
H -3.7911 3.2122 3.5884
H -5.5095 2.7601 3.3862
H -5.0700 -1.4409 2.0584
H -3.9504 -0.3720 2.4756
C -6.6116 0.7217 6.6608
C -5.3849 0.8869 7.5245
C -4.2702 1.2418 6.5260
O -3.8795 -0.0141 5.9846
C -2.7512 0.1523 5.1788
N -5.4362 1.9332 8.5629
H -7.4111 0.5451 7.3399
H -6.5079 -0.1460 6.0043
H -6.8176 1.5879 5.9729
H -5.0822 -0.0825 7.8484
H -3.3537 1.5930 6.9987
H -4.6395 1.9593 5.7506
H -2.9660 0.8284 4.4185
H -2.3420 -0.7402 4.7275
H -1.9057 0.5076 5.7211
H -6.4210 2.2310 8.6051
H -5.3698 1.4049 9.4123
C 1.5541 0.2552 -6.3538
C 2.3496 1.1650 -5.4153
C 2.7144 2.5437 -6.0108
O 3.4465 2.4410 -7.2629
C 3.1632 3.6475 -8.0790
N 1.6600 1.3566 -4.1240
H 0.4910 0.5806 -6.3248
H 1.6467 -0.7740 -6.0126
H 1.9527 0.1405 -7.3545
H 3.2309 0.6096 -5.1668
H 3.3128 3.1545 -5.2662
H 1.7390 2.9365 -6.2077
H 3.5027 3.3993 -9.1372
H 3.7008 4.5312 -7.7172
H 2.0877 3.8544 -8.1819
H 2.4277 1.5850 -3.4637
H 0.9825 2.1692 -4.1186
C 2.8036 2.0445 0.1508
C 3.8072 0.8833 0.2545
O 3.1016 -0.2754 -0.1164
O 2.0180 2.1146 -1.0282
H 3.3261 2.9818 0.2219
H 2.1863 2.0391 1.0426
H 4.2488 0.9535 1.2603
H 4.5989 0.9883 -0.4813
H 2.1431 -0.1286 -0.0420
H 1.2105 1.4287 -0.8375
C -1.0061 -4.3099 -0.6012
C 0.2268 -5.2277 -0.4786
O 0.8516 -5.5558 -1.7066
O -0.5976 -3.0114 -1.0083
H -1.4829 -4.2517 0.3637
H -1.6979 -4.6802 -1.3602
H -0.0118 -6.1887 0.0052
H 0.9386 -4.7338 0.1787
H 0.3768 -6.2405 -2.1470
H -0.6983 -2.4855 -0.2103
C 2.7192 -3.1770 -3.4636
C 3.5957 -2.3850 -2.5562
O 3.1340 -0.9845 -2.6326
O 1.3803 -3.0301 -3.0219
H 2.9993 -4.2339 -3.5397
H 2.8517 -2.7873 -4.4956
H 4.6562 -2.4611 -2.8105
H 3.4709 -2.7719 -1.5262
H 3.2488 -0.6192 -1.7122
H 1.3134 -3.7245 -2.3616
*
```

Summary:
orbital gap: 0.3172 hartree
calculated total energy: -2937.969859 Ha
maximum force: 3.1 eV/Å

---

Entry 2:
DFT (ωB97M-V with the def2-TZVPD basis set) results for a molecular structure, C60H66Cl3GeIN2O8P2STi.

Geometry as ORCA input:
```
! wB97M-V def2-TZVPD RIJCOSX def2/J DEFGRID3
* xyz 1 2
Ti -0.9305 0.0762 0.8070
C 0.8289 2.5472 2.9285
C 0.0243 1.4451 3.6050
C -0.7020 2.0328 4.8127
C 0.9352 0.3157 4.0747
O -0.9557 0.9519 2.6531
Ge -2.7372 0.3622 3.2554
O -2.9191 0.3399 1.2902
C -4.1883 0.3188 0.5982
C -5.3017 0.7647 1.5394
C -4.4646 -1.0935 0.1110
C -4.1155 1.2735 -0.5884
O -2.0116 -1.3134 3.2602
C -2.4016 -2.4751 3.9787
C -3.4163 -3.2526 3.1435
C -2.9985 -2.1133 5.3360
C -1.1322 -3.3018 4.1651
H 1.6373 2.8718 3.5876
H 0.1885 3.4061 2.7182
H 1.2654 2.1984 1.9918
H 0.0235 2.5212 5.4647
H -1.2054 1.2617 5.4002
H -1.4420 2.7742 4.5058
H 1.4653 0.6282 4.9765
H 1.6814 0.0554 3.3274
H 0.3435 -0.5728 4.2944
H -5.4381 0.0625 2.3648
H -6.2409 0.8142 0.9863
H -5.0994 1.7525 1.9567
H -4.4772 -1.7870 0.9532
H -3.6762 -1.4113 -0.5671
H -5.4289 -1.1375 -0.4002
H -4.0087 2.3065 -0.2557
H -5.0347 1.1994 -1.1734
H -3.2702 1.0245 -1.2297
H -4.3392 -2.6763 3.0367
H -3.6660 -4.2088 3.6080
H -3.0024 -3.4295 2.1491
H -3.9275 -1.5496 5.2236
H -2.2931 -1.5080 5.9100
H -3.2209 -3.0139 5.9111
H -0.6345 -3.4220 3.2011
H -1.3571 -4.2872 4.5790
H -0.4457 -2.7928 4.8439
O -1.5389 -2.1001 0.3862
P -0.8117 -3.1298 -0.4286
C 0.3527 -2.3466 -1.5904
P -0.3753 -0.8818 -2.3716
O -1.1586 -0.0719 -1.3701
C -1.4337 -1.4725 -3.6851
C -2.8109 -1.4733 -3.4891
C -3.6406 -2.0326 -4.4494
C -3.0960 -2.5817 -5.6012
C -1.7208 -2.5686 -5.8048
C -0.8873 -2.0156 -4.8477
C 0.9785 -0.0081 -3.1678
C 2.3133 -0.3890 -3.0578
C 3.2948 0.3175 -3.7392
C 2.9476 1.4054 -4.5271
C 1.6184 1.7916 -4.6396
C 0.6364 1.0822 -3.9699
C -1.9681 -4.0940 -1.4114
C -1.5590 -4.8335 -2.5203
C -2.4840 -5.5677 -3.2427
C -3.8172 -5.5829 -2.8511
C -4.2243 -4.8683 -1.7350
C -3.3022 -4.1213 -1.0163
C 0.1429 -4.3243 0.5108
C 1.5308 -4.3040 0.5937
C 2.1931 -5.2370 1.3774
C 1.4721 -6.1873 2.0851
C 0.0859 -6.2131 2.0063
C -0.5773 -5.2897 1.2168
H 0.6923 -3.0470 -2.3551
H 1.2194 -2.0272 -1.0108
H -3.2239 -1.0336 -2.5911
H -4.7120 -2.0369 -4.2982
H -3.7452 -3.0172 -6.3497
H -1.3016 -2.9847 -6.7112
H 0.1849 -1.9952 -5.0106
H 2.6078 -1.2326 -2.4470
H 4.3313 0.0184 -3.6500
H 3.7167 1.9530 -5.0567
H 1.3492 2.6437 -5.2484
H -0.4042 1.3713 -4.0756
H -0.5195 -4.8480 -2.8250
H -2.1660 -6.1328 -4.1088
H -4.5373 -6.1603 -3.4161
H -5.2601 -4.8898 -1.4226
H -3.6123 -3.5532 -0.1496
H 2.1124 -3.5618 0.0629
H 3.2738 -5.2182 1.4350
H 1.9914 -6.9126 2.6976
H -0.4772 -6.9548 2.5566
H -1.6591 -5.3184 1.1527
I 7.7239 -1.7013 1.1303
C 5.6872 -1.2794 1.0202
C 4.7978 -1.9747 1.8319
C 3.4441 -1.6915 1.7581
C 2.9839 -0.7149 0.8789
C 3.8847 -0.0196 0.0802
C 5.2389 -0.3007 0.1424
C 1.5352 -0.4020 0.8159
O 1.0988 0.6053 0.1891
O 0.6939 -1.1565 1.3823
H 5.1625 -2.7228 2.5223
H 2.7341 -2.2153 2.3855
H 3.5217 0.7504 -0.5829
H 5.9391 0.2506 -0.4717
Cl 4.3364 7.3368 2.8554
C 3.4170 6.7515 1.5133
C 2.3617 5.8837 1.7283
C 1.6530 5.4053 0.6410
C 1.9593 5.7767 -0.6673
C 1.2316 5.2248 -1.8723
C -0.2929 5.1059 -1.7897
N -0.8148 4.1185 -0.8518
C -1.6048 4.3869 0.2456
C -1.7973 3.1992 0.8726
N -1.1334 2.2101 0.1873
C -0.5605 2.7949 -0.8440
O 1.7520 3.9837 -2.3586
C 2.4380 3.1239 -1.4584
C 3.8989 3.4361 -1.3435
C 4.6365 3.3314 -0.2015
Cl 4.0740 2.8842 1.3590
S 6.2951 3.7017 -0.4387
C 6.0214 4.0041 -2.1031
C 4.7192 3.8280 -2.4438
C 3.0251 6.6652 -0.8375
Cl 3.5062 7.2019 -2.4202
C 3.7568 7.1513 0.2326
H 2.1134 5.5669 2.7317
H 0.8558 4.7014 0.8300
H 1.3959 5.9307 -2.6872
H -0.6445 4.8479 -2.7892
H -0.7246 6.0695 -1.5211
H -1.9451 5.3825 0.4707
H -2.3601 2.9856 1.7639
H 0.0274 2.3007 -1.5964
H 2.3009 2.1295 -1.8881
H 1.9796 3.0966 -0.4697
H 6.8393 4.3098 -2.7352
H 4.3247 3.9939 -3.4357
H 4.5811 7.8294 0.0666
*
```

Summary:
ΔE to the lowest compared entry with this formula, charge and spin: 0.000 eV
orbital gap (alpha / beta): 0.2936 / 0.3038 hartree
calculated total energy: -8723.172552 Ha
maximum force: 0.7 eV/Å

---

Entry 3:
DFT (ωB97M-V with the def2-TZVPD basis set) results for C20H23N3O5S2 in the gas phase.

Geometry as ORCA input:
```
! wB97M-V def2-TZVPD RIJCOSX def2/J DEFGRID3
* xyz 0 1
C -4.1440 1.8220 4.8551
C -3.7208 1.1788 3.5826
C -4.4640 0.1589 2.9426
C -3.8905 -0.2877 1.7944
S -2.4263 0.5214 1.4364
C -2.5792 1.4871 2.8767
C -1.5322 2.4440 3.1829
O -1.4041 3.0846 4.1955
O -0.6610 2.5112 2.1422
C 0.5236 3.2706 2.3022
C 1.7450 2.5108 1.7754
O 2.8319 3.0331 1.7125
N 1.4463 1.2386 1.4075
C 2.2579 0.2694 0.8279
C 3.5958 0.4824 0.5006
C 4.3298 -0.5236 -0.1054
C 3.7476 -1.7459 -0.4037
C 2.4230 -1.9449 -0.0671
S 1.6247 -3.4875 -0.4904
O 2.5441 -4.5716 -0.3466
O 0.3581 -3.5577 0.1753
N 1.3868 -3.3575 -2.1488
C 0.7159 -2.3685 -2.8480
N 1.1687 -2.0892 -3.9966
C 0.5076 -1.1440 -4.8576
C 0.4592 0.2868 -4.3103
C -0.6396 0.5087 -3.2741
C -0.4205 -0.2784 -1.9842
C -0.5060 -1.7963 -2.1796
C 1.6746 -0.9670 0.5464
H -5.1219 2.2852 4.7290
H -4.2302 1.0694 5.6379
H -3.4253 2.5745 5.1624
H -5.3893 -0.2250 3.3332
H -4.2436 -1.0537 1.1326
H 0.6693 3.5126 3.3625
H 0.4363 4.2114 1.7484
H 0.4748 0.9691 1.5171
H 4.0474 1.4351 0.7246
H 5.3653 -0.3473 -0.3517
H 4.3006 -2.5433 -0.8719
H 2.1587 -3.7508 -2.6684
H -0.5138 -1.4785 -5.0830
H 1.0792 -1.1506 -5.7905
H 0.2904 0.9657 -5.1491
H 1.4314 0.5268 -3.8743
H -1.6044 0.2329 -3.7076
H -0.6813 1.5733 -3.0299
H -1.1828 0.0198 -1.2598
H 0.5558 -0.0175 -1.5688
H -1.3682 -2.0230 -2.8151
H -0.6488 -2.2971 -1.2246
H 0.6479 -1.1776 0.8034
*
```

Summary:
ΔE to the lowest compared entry with this formula, charge and spin: 0.190 eV
orbital gap: 0.3329 hartree
structure (SMILES): Cc1ccsc1C(=O)OCC(=O)Nc1cccc(S(=O)(=O)NC2=NCCCCC2)c1
calculated total energy: -2112.798793 Ha
maximum force: 1.4 eV/Å

---

Entry 4:
DFT (ωB97M-V with the def2-TZVPD basis set) results for C5H9NS in the gas phase.

Geometry as ORCA input:
```
! wB97M-V def2-TZVPD RIJCOSX def2/J DEFGRID3
* xyz 0 1
C -1.4165 -1.0911 0.8673
C 0.1080 -1.0575 1.2741
C 0.4845 0.2765 0.6807
S 1.8120 1.0941 -0.2189
C 0.3372 0.2194 -0.7909
C -1.1174 0.4240 -1.1375
N -1.7808 -0.7380 -0.5059
H -1.8349 -2.0865 1.0818
H -1.9442 -0.3942 1.5463
H 0.6668 -1.8659 0.8291
H 0.1719 -1.1136 2.3512
H -0.1450 1.0297 1.0982
H 0.6649 -0.7378 -1.2032
H -1.5031 1.3515 -0.7027
H -1.3544 0.3995 -2.1963
H -1.6232 -1.5504 -1.1230
*
```

Summary:
ΔE to the lowest compared entry with this formula, charge and spin: 1.653 eV
orbital gap: 0.3583 hartree
structure (SMILES): C1C[C@H]2S[C@@H]2CN1
calculated total energy: -648.792393 Ha
maximum force: 1.1 eV/Å

---

Entry 5:
DFT (ωB97M-V with the def2-TZVPD basis set) results for a molecular structure, C22H38BF6HgN2O10P.

Geometry as ORCA input:
```
! wB97M-V def2-TZVPD RIJCOSX def2/J DEFGRID3
* xyz -1 2
Hg 0.8450 -0.1217 -0.5181
O 0.1509 -0.7124 1.5088
C -0.2964 -1.0059 2.6076
O -1.5283 -0.8969 3.0980
B -1.6028 -1.4250 4.4745
O -0.2129 -1.7075 4.7848
C 0.5652 -1.5709 3.7481
O 1.7695 -1.7702 3.6191
O -2.5062 -2.6084 4.4803
C -3.4934 -2.3626 5.2529
O -4.3306 -3.1795 5.6511
C -3.3449 -0.9334 5.8503
O -2.1634 -0.5721 5.4925
O -4.1008 -0.4729 6.7289
P 3.7329 -0.4218 -1.0715
F 4.8195 -0.1853 0.0533
F 4.4527 -1.7648 -1.5752
F 2.8569 -1.2564 0.0130
F 2.4876 -0.7465 -2.0168
F 2.8911 0.8950 -0.6253
F 4.4939 0.4840 -2.1966
C 0.9305 -3.7442 -0.8506
C -0.5449 -3.4474 -1.1871
C -1.2592 -4.0644 -0.0131
C -2.7671 -3.8058 0.1766
C -3.0330 -2.2996 0.0738
C -2.3256 -1.5777 -1.1274
N -0.8490 -1.9413 -1.2389
O -0.1733 -1.2333 -2.2370
C -3.1168 -1.9803 -2.3566
C -2.5529 -0.1669 -0.8820
C -0.6996 -4.0983 -2.5390
H 1.5739 -3.6950 -1.7291
H 1.0246 -4.7951 -0.5771
H 1.3264 -3.1299 -0.0419
H -1.0501 -5.1326 0.0444
H -0.8142 -3.7583 0.9336
H -3.0545 -4.2206 1.1427
H -3.3455 -4.4447 -0.4906
H -2.5966 -1.9088 0.9929
H -4.0276 -1.9437 0.3427
H -4.1770 -1.7399 -2.2763
H -2.6700 -1.4575 -3.2022
H -3.1614 -3.0581 -2.5132
H -1.9754 0.4613 -1.5602
H -3.6256 -0.0043 -0.7769
H -2.1329 0.1489 0.0729
H 0.2246 -4.3984 -3.0328
H -1.3431 -3.5659 -3.2394
H -1.2181 -5.0437 -2.3794
H -0.4362 -1.7172 -3.0233
C 0.1892 4.4431 -2.1401
C 1.2179 3.2266 -1.7700
C 2.6471 3.8027 -1.8587
C 3.0342 4.6505 -0.6352
C 2.8552 3.8791 0.6330
C 1.4633 3.1986 0.8185
N 0.9150 2.5993 -0.4784
O -0.3625 2.0155 -0.4953
C 1.6562 2.1484 1.8592
C 0.4719 4.3173 1.3423
C 1.1127 2.2483 -2.9755
H 0.4020 4.7390 -3.1674
H -0.8085 4.0103 -2.2121
H 0.3022 5.3730 -1.5827
H 3.3186 2.9448 -1.8917
H 2.7928 4.3098 -2.8125
H 4.1018 4.8255 -0.7678
H 2.3828 5.5204 -0.5511
H 3.0694 4.5938 1.4276
H 3.6278 3.1143 0.7130
H 0.6724 1.7152 2.0397
H 2.0601 2.3808 2.8446
H 2.2974 1.3579 1.4691
H 0.3963 5.2228 0.7403
H 0.9331 4.6654 2.2665
H -0.5496 3.9963 1.5466
H 1.5829 2.5691 -3.9050
H 1.4773 1.2404 -2.7772
H 0.0485 2.2121 -3.2085
H -0.9235 2.7780 -0.3357
*
```

Summary:
orbital gap (alpha / beta): 0.1994 / 0.3145 hartree
calculated total energy: -2842.105037 Ha
maximum force: 4.8 eV/Å

---

Entry 6:
DFT (ωB97M-V with the def2-TZVPD basis set) results for C6H9N5O in the gas phase.

Geometry as ORCA input:
```
! wB97M-V def2-TZVPD RIJCOSX def2/J DEFGRID3
* xyz 0 1
C 3.3021 0.5263 -0.1584
C 2.2521 -0.4655 -0.4367
N 2.5040 -1.3964 -1.3001
C 1.3559 -1.9882 -1.5824
N 0.3518 -1.5020 -0.8998
C 0.8659 -0.4974 -0.0780
N 0.3514 0.2103 0.9074
N -0.6749 0.6975 1.3216
N -2.0572 0.7032 0.7120
C -2.6447 1.9560 0.9092
C -2.6530 -0.4399 0.2882
O -2.1056 -1.4997 0.2215
H 4.2286 0.0791 -0.4953
H 3.1433 1.3362 -0.8326
H 3.0582 0.7746 0.8806
H 1.4870 -2.8795 -2.1011
H -0.5468 -1.8900 -0.6359
H -3.6035 1.6867 0.4566
H -2.8431 2.2076 2.0291
H -2.0717 2.7621 0.5221
H -3.6996 -0.3811 0.2719
*
```

Summary:
ΔE to the lowest compared entry with this formula, charge and spin: 2.595 eV
orbital gap: 0.3114 hartree
structure (SMILES): Cc1nc[nH]c1/N=N\N(C)C=O
calculated total energy: -582.927493 Ha
maximum force: 4.2 eV/Å

---

Question: Look up the calculated total energy of the third one.
Answer: -2112.798793 Ha

---

Question: Which of these has the highest calculated total energy?
Answer: C6H9N5O

---

Question: Look up the maximum force of the sixth one.
Answer: 4.2 eV/Å

---

What did the sixth record say?
DFT (ωB97M-V with the def2-TZVPD basis set) results for C6H9N5O in the gas phase.

Geometry as ORCA input:
```
! wB97M-V def2-TZVPD RIJCOSX def2/J DEFGRID3
* xyz 0 1
C 3.3021 0.5263 -0.1584
C 2.2521 -0.4655 -0.4367
N 2.5040 -1.3964 -1.3001
C 1.3559 -1.9882 -1.5824
N 0.3518 -1.5020 -0.8998
C 0.8659 -0.4974 -0.0780
N 0.3514 0.2103 0.9074
N -0.6749 0.6975 1.3216
N -2.0572 0.7032 0.7120
C -2.6447 1.9560 0.9092
C -2.6530 -0.4399 0.2882
O -2.1056 -1.4997 0.2215
H 4.2286 0.0791 -0.4953
H 3.1433 1.3362 -0.8326
H 3.0582 0.7746 0.8806
H 1.4870 -2.8795 -2.1011
H -0.5468 -1.8900 -0.6359
H -3.6035 1.6867 0.4566
H -2.8431 2.2076 2.0291
H -2.0717 2.7621 0.5221
H -3.6996 -0.3811 0.2719
*
```

Summary:
ΔE to the lowest compared entry with this formula, charge and spin: 2.595 eV
orbital gap: 0.3114 hartree
structure (SMILES): Cc1nc[nH]c1/N=N\N(C)C=O
calculated total energy: -582.927493 Ha
maximum force: 4.2 eV/Å